(1)
C51H62LaN7O2P2 as an isolated structure at a distorted geometry. Source: the OMol25 dataset; level of theory: ωB97M-V with the def2-TZVPD basis set.

Results
orbital gap	7.882	eV
F_max	0.062	hartree/bohr
energy above the lowest of the compared OMol25 structures with the same formula, charge and spin	0.702	eV
HOMO level	-12.25	eV
total charge	+2

The geometry in XYZ format:
```
125
Properties=species:S:1:pos:R:3:lowdin_charge:R:1
La -0.3400 0.1641 0.3090 1.853
C 4.9007 0.8928 0.4681 -0.083
N 3.3878 0.8127 0.4443 -0.534
P 2.6242 -0.2135 1.4563 0.861
C 3.5169 -1.7780 1.5597 -0.362
C 4.7344 -1.9828 2.2596 -0.051
C 5.2539 -3.3027 2.3211 -0.048
C 4.5905 -4.3597 1.6974 -0.058
C 3.4232 -4.1225 0.9636 -0.074
C 2.9410 -2.8341 0.8648 -0.139
C 2.8428 0.3467 3.1856 -0.366
C 2.5237 -0.4688 4.2745 -0.125
C 2.9316 -0.1119 5.5131 -0.063
C 3.6719 1.0703 5.6665 -0.060
C 3.9754 1.9305 4.6386 -0.048
C 3.5433 1.5384 3.3699 -0.101
P 2.4601 1.5184 -0.7540 0.949
C 3.3276 0.9730 -2.2487 -0.377
C 3.7718 1.8074 -3.2670 -0.062
C 4.4286 1.3277 -4.4218 -0.043
C 4.6866 -0.0189 -4.4839 -0.091
C 4.3452 -0.8226 -3.4388 -0.086
C 3.5952 -0.3672 -2.3589 -0.127
C 2.8424 3.3374 -0.8006 -0.355
C 2.1242 4.0330 -1.7366 -0.161
C 2.2309 5.4172 -1.8950 -0.055
C 3.1231 6.1459 -1.0803 -0.052
C 3.8763 5.4539 -0.1219 -0.059
C 3.7321 4.0602 0.0267 -0.072
H 5.3143 -0.0153 0.0748 0.075
H 5.3274 1.0077 1.4410 0.068
H 5.2923 1.6550 -0.1865 0.083
H 5.1845 -1.1765 2.8421 0.114
H 6.1844 -3.4443 2.8898 0.118
H 4.9626 -5.3887 1.6890 0.118
H 2.8544 -4.8980 0.4680 0.100
H 2.0253 -2.5837 0.3062 0.060
H 1.9994 -1.3960 4.0958 0.113
H 2.6838 -0.7220 6.3527 0.110
H 4.0694 1.2684 6.6560 0.114
H 4.4966 2.8722 4.6987 0.114
H 3.7153 2.1624 2.4818 0.080
H 3.6038 2.8498 -3.0620 0.080
H 4.7017 2.0844 -5.1885 0.128
H 5.2444 -0.4432 -5.3268 0.123
H 4.5783 -1.8962 -3.4333 0.118
H 3.2650 -1.1154 -1.5915 0.105
H 1.3333 3.5573 -2.3595 0.116
H 1.5972 5.8992 -2.6818 0.126
H 3.1898 7.2073 -1.1738 0.101
H 4.5602 5.9458 0.5727 0.112
H 4.3197 3.5525 0.8194 0.095
C -0.7981 1.2051 -2.8933 -0.080
N -2.0605 0.5636 -3.2343 -0.147
C -2.1683 -0.0063 -4.5614 -0.046
C -2.9887 0.4509 -2.2254 -0.388
N -2.5775 0.3329 -0.9876 0.004
C -3.4636 0.6543 0.0830 -0.299
C -4.1628 1.8086 0.0733 -0.042
C -4.9557 2.1980 1.1885 -0.023
C -4.9007 1.4498 2.3040 -0.030
C -4.1807 0.2522 2.3651 -0.145
C -4.2388 -0.5295 3.5430 -0.021
C -3.7280 -1.7971 3.6252 -0.047
C -3.0007 -2.2825 2.5172 -0.054
C -2.8174 -1.5078 1.3728 -0.286
N -2.1422 -2.1641 0.2814 0.089
C -2.4471 -3.3739 -0.0663 -0.380
N -3.6084 -4.0286 0.1905 -0.115
C -3.6650 -5.5061 0.2417 0.001
C -4.8563 -3.4189 0.4512 -0.040
N -1.4942 -4.0772 -0.8224 -0.245
C -0.3487 -4.6508 -0.1826 -0.081
C -1.9029 -4.6786 -2.0750 -0.047
C -3.4407 -0.1907 1.2140 -0.088
N -4.2662 0.4328 -2.5948 -0.133
C -4.8133 1.2429 -3.6749 -0.032
C -5.3387 -0.3514 -1.9353 0.001
H -0.4826 1.9304 -3.7327 0.130
H 0.0058 0.4478 -2.8782 0.059
H -0.8644 1.7908 -1.9896 0.025
H -1.4662 -0.8414 -4.7215 0.093
H -2.0694 0.7944 -5.3110 0.101
H -3.2148 -0.4472 -4.6645 0.112
H -4.1570 2.3468 -0.8818 0.122
H -5.5782 3.0790 1.0286 0.127
H -5.4737 1.8532 3.1178 0.124
H -4.7469 -0.1139 4.4229 0.132
H -3.8147 -2.3833 4.5077 0.109
H -2.5973 -3.2540 2.4268 0.114
H -2.6841 -5.9378 0.3264 0.079
H -4.1777 -5.9347 -0.5973 0.093
H -4.2869 -5.7665 1.0578 0.086
H -4.7842 -2.3360 0.4723 0.079
H -5.2158 -3.7164 1.4152 0.100
H -5.5488 -3.7214 -0.3098 0.104
H 0.0407 -4.0137 0.6536 0.097
H 0.4605 -4.7247 -0.9771 0.106
H -0.5254 -5.7080 0.2044 0.105
H -2.7518 -4.0915 -2.4874 0.114
H -2.1803 -5.7137 -1.8893 0.079
H -1.0067 -4.6714 -2.7302 0.101
H -4.0972 1.4914 -4.4189 0.063
H -5.2096 2.2175 -3.2977 0.113
H -5.6321 0.7112 -4.1374 0.091
H -4.9285 -1.1959 -1.3843 0.070
H -5.9212 -0.7702 -2.7441 0.092
H -5.8686 0.2653 -1.1610 0.113
O -0.7042 -0.2512 2.8078 -0.155
H -0.1342 0.0802 3.5193 0.073
H -1.4834 -0.5809 3.2871 0.056
C -0.2598 5.1899 1.2197 -0.093
C -1.2481 4.9414 0.3257 -0.084
C -1.5331 3.6177 -0.0160 -0.147
C -0.6957 2.6137 0.3838 -0.355
C 0.3118 2.9083 1.2873 -0.267
C 0.5532 4.1768 1.7354 -0.078
H -0.0073 6.1964 1.4869 0.105
H -1.7947 5.7986 -0.1230 0.124
H -2.2965 3.4896 -0.8179 0.093
H 0.9159 2.1324 1.7403 0.030
H 1.3353 4.4659 2.4775 0.127
O 0.3534 -1.7218 -1.5651 -0.178
H -0.3549 -2.3965 -1.5361 0.019
H 0.6165 -1.7039 -2.5259 0.094
```

(2)
C51H66Br2N2O2P2SiZr as an isolated structure at a distorted geometry. Source: the OMol25 dataset; level of theory: ωB97M-V with the def2-TZVPD basis set.

Results
orbital gap	6.146	eV
F_max	0.023	hartree/bohr
HOMO level	-12.88	eV
total charge	+2

The geometry in XYZ format:
```
127
Properties=species:S:1:pos:R:3:lowdin_charge:R:1
Zr -0.1053 0.1623 0.0050 1.265
C -1.4042 -4.0908 -0.0229 -0.183
Si -0.7485 -2.4236 0.4936 0.588
C 1.1176 -2.1893 0.1059 -0.374
C 2.2071 -2.4530 0.9394 -0.072
C 3.4902 -2.1007 0.5470 -0.021
C 3.7033 -1.4205 -0.6538 -0.030
C 2.6452 -1.1583 -1.5002 -0.093
C 1.3390 -1.5388 -1.1452 -0.490
P -0.0009 -2.0715 -2.3754 1.112
C 1.1012 -2.4484 -3.8405 -0.420
C 2.0320 -3.6318 -3.5161 -0.193
C 1.2539 -4.9378 -3.3082 -0.193
C 0.3801 -5.2610 -4.5222 -0.188
C -0.5533 -4.0978 -4.8622 -0.198
C 0.2622 -2.8191 -5.0787 -0.198
C -0.9912 -0.6469 -3.0464 -0.460
C -0.3033 0.6510 -3.4750 -0.194
C -1.2765 1.5294 -4.2652 -0.165
C -2.5324 1.8374 -3.4469 -0.184
C -3.1933 0.5611 -2.9224 -0.163
C -2.2183 -0.3450 -2.1750 -0.254
C -0.8636 -2.4330 2.3845 -0.318
C -0.5294 -3.5838 3.1080 -0.080
C -0.7134 -3.6535 4.4825 -0.040
C -1.2806 -2.5794 5.1561 -0.034
C -1.6328 -1.4347 4.4576 -0.077
C -1.4126 -1.3494 3.0854 -0.407
P -1.8519 0.1064 2.0813 1.010
C -3.5345 -0.3224 1.4034 -0.416
C -4.4418 -1.0038 2.4390 -0.185
C -5.7742 -1.3956 1.7938 -0.180
C -6.4622 -0.1942 1.1526 -0.187
C -5.5509 0.4411 0.1060 -0.193
C -4.2251 0.8756 0.7367 -0.208
C -2.0376 1.7285 2.9550 -0.441
C -3.1592 2.0136 3.9753 -0.166
C -2.8388 1.7732 5.4522 -0.184
C -1.4603 2.3054 5.8503 -0.178
C -0.3677 1.8597 4.8775 -0.200
C -0.7068 2.3147 3.4583 -0.213
H -0.8004 -4.8624 0.4609 0.043
H -1.3699 -4.2380 -1.0985 -0.003
H -2.4368 -4.2083 0.3224 0.046
H 2.0525 -2.9717 1.8800 0.115
H 4.3394 -2.3555 1.1725 0.129
H 4.7067 -1.1249 -0.9410 0.132
H 2.8420 -0.6882 -2.4565 0.125
H 1.6850 -1.5540 -4.0604 0.096
H 2.6622 -3.4257 -2.6486 0.097
H 2.7077 -3.7510 -4.3685 0.129
H 0.6230 -4.8493 -2.4168 0.087
H 1.9526 -5.7530 -3.1180 0.118
H -0.1901 -6.1748 -4.3508 0.116
H 1.0305 -5.4495 -5.3833 0.122
H -1.2662 -3.9520 -4.0422 0.095
H -1.1407 -4.3242 -5.7524 0.118
H -0.3673 -1.9908 -5.4092 0.099
H 0.9751 -2.9953 -5.8903 0.129
H -1.3954 -1.1158 -3.9484 0.107
H 0.5960 0.4478 -4.0596 0.120
H -0.0032 1.2198 -2.5868 0.049
H -1.5507 0.9986 -5.1833 0.127
H -0.7833 2.4546 -4.5693 0.112
H -3.2467 2.3942 -4.0557 0.123
H -2.2685 2.4806 -2.6038 0.055
H -3.5718 -0.0275 -3.7643 0.135
H -4.0509 0.8037 -2.2934 0.098
H -2.6995 -1.2707 -1.8627 0.111
H -1.9134 0.1787 -1.2351 -0.001
H -0.1164 -4.4460 2.5923 0.106
H -0.4342 -4.5494 5.0232 0.119
H -1.4573 -2.6347 6.2235 0.121
H -2.0928 -0.6147 4.9856 0.077
H -3.3223 -1.0643 0.6257 0.083
H -4.6315 -0.3319 3.2806 0.108
H -3.9539 -1.8921 2.8413 0.109
H -6.4181 -1.8528 2.5464 0.120
H -5.5892 -2.1564 1.0262 0.120
H -6.6956 0.5479 1.9247 0.123
H -7.4096 -0.4940 0.7032 0.119
H -6.0347 1.3039 -0.3554 0.121
H -5.3573 -0.2892 -0.6899 0.110
H -4.4377 1.6435 1.4866 0.114
H -3.5748 1.3352 -0.0115 0.061
H -2.3120 2.2877 2.0599 0.018
H -4.0846 1.5109 3.7007 0.087
H -3.3552 3.0843 3.8557 0.133
H -2.9315 0.7175 5.7103 0.087
H -3.6023 2.2795 6.0446 0.123
H -1.2177 1.9848 6.8644 0.119
H -1.4881 3.4001 5.8632 0.123
H -0.2649 0.7706 4.9130 0.090
H 0.5909 2.2844 5.1862 0.118
H 0.0992 2.1062 2.7559 0.058
H -0.8206 3.4038 3.4696 0.133
C 1.7660 0.0156 2.8736 -0.011
O 1.6950 0.5193 1.5121 -0.239
C 2.7951 1.2832 1.1101 -0.196
C 3.9065 1.4952 1.9000 -0.039
C 4.9598 2.2391 1.3791 -0.661
Br 6.5055 2.4619 2.4242 0.834
C 4.8857 2.8149 0.1277 -0.031
C 3.7446 2.6212 -0.6459 -0.060
C 2.7355 1.8079 -0.1600 -0.198
O 1.6737 1.4174 -0.9570 -0.189
C 3.6055 3.2252 -1.9808 -0.279
N 4.5117 3.2464 -2.8937 0.211
C 3.9116 3.8526 -4.0031 -0.211
C 4.4503 4.1310 -5.2567 0.001
C 3.6362 4.7659 -6.1733 -0.067
C 2.3152 5.1237 -5.8588 -0.069
C 1.7656 4.8474 -4.6200 -0.021
C 2.5934 4.1986 -3.7120 -0.191
N 2.3776 3.7524 -2.4013 0.137
H 2.6249 -0.6430 2.9692 0.108
H 0.8564 -0.5414 3.0574 0.073
H 1.8406 0.8542 3.5595 0.101
H 3.9867 1.1025 2.9027 0.112
H 5.6918 3.4223 -0.2633 0.130
H 1.6610 2.0047 -1.7465 0.087
H 5.4747 3.8647 -5.4890 0.122
H 4.0241 5.0059 -7.1551 0.112
H 1.7162 5.6336 -6.6026 0.111
H 0.7514 5.1373 -4.3717 0.112
H 1.7292 4.2144 -1.7746 0.160
Br -0.9034 2.6462 -0.1303 0.332
```

(3)
C51H67BrInN7O5S2Si4 as an isolated structure at a distorted geometry. Source: the OMol25 dataset; level of theory: ωB97M-V with the def2-TZVPD basis set.

Results
orbital gap	7.029	eV
F_max	0.030	hartree/bohr
energy above the lowest of the compared OMol25 structures with the same formula, charge and spin	2.675	eV
HOMO level	-7.84	eV

The geometry in XYZ format:
```
138
Properties=species:S:1:pos:R:3:lowdin_charge:R:1
In 0.1201 -0.1676 -0.1047 1.037
S -0.9300 7.5519 2.5712 1.016
N -2.0061 6.5986 1.8357 -0.216
C -1.4105 5.4348 1.6367 -0.305
C -2.0130 4.2642 1.0337 -0.077
C -3.3414 4.2186 0.6244 0.017
C -3.8394 3.0372 0.1223 -0.015
C -2.9909 1.9401 0.0511 -0.109
N -1.7216 1.9777 0.4206 0.079
C -1.2226 3.1129 0.8935 -0.140
C 0.1908 3.0841 1.3284 -0.104
N 0.9135 1.9587 1.1194 0.123
C 2.1485 1.9163 1.5989 -0.137
C 2.7554 2.9852 2.2567 -0.015
C 2.0500 4.1422 2.4342 0.025
C 0.7396 4.2016 1.9670 -0.077
C -0.0775 5.3924 2.1140 -0.299
N 0.3156 6.5289 2.6647 -0.215
H -3.9550 5.1049 0.7187 0.122
H -4.8664 2.9550 -0.2065 0.113
H -3.3287 0.9847 -0.3165 0.085
H 2.6634 0.9817 1.4740 0.045
H 3.7647 2.8842 2.6232 0.114
H 2.4745 5.0017 2.9361 0.125
C -1.0774 -2.3829 -4.1171 -0.121
O -0.3756 -1.8623 -3.0094 -0.295
Si 1.2724 -1.6935 -2.9657 0.336
C 2.0172 -3.2447 -3.7212 -0.150
C 1.8344 -0.3539 -4.1307 -0.123
C 1.7277 -1.5775 -1.0993 -0.421
Si 3.3221 -0.5149 -0.9643 0.418
C 2.9257 1.2416 -1.5389 -0.169
C 4.3295 -0.3665 0.6045 -0.179
C 4.5979 -1.2810 -2.1312 -0.179
Si 1.4748 -3.3599 -0.3914 0.451
C 2.9540 -4.3997 -0.9500 -0.157
C 1.3062 -3.6716 1.4471 -0.181
C -0.1113 -4.1047 -1.0712 -0.177
H -0.7130 -3.3793 -4.3877 0.081
H -0.9963 -1.7309 -4.9914 0.089
H -2.1317 -2.4582 -3.8481 0.079
H 1.7718 -3.2409 -4.7874 0.044
H 1.6483 -4.1750 -3.2992 0.015
H 3.1035 -3.2527 -3.6415 0.033
H 1.7014 -0.7306 -5.1492 0.050
H 2.8829 -0.0988 -4.0118 0.022
H 1.2616 0.5644 -4.0318 0.017
H 1.8971 1.4012 -1.8708 -0.001
H 3.5588 1.5184 -2.3845 0.049
H 3.1259 1.9560 -0.7402 0.021
H 3.7410 -0.4791 1.5143 -0.015
H 5.1228 -1.1133 0.6289 0.040
H 4.8009 0.6205 0.5964 0.050
H 4.3111 -1.3422 -3.1770 0.009
H 4.8606 -2.2846 -1.7974 0.019
H 5.5091 -0.6787 -2.0710 0.043
H 3.4668 -4.8057 -0.0758 0.022
H 3.6794 -3.8376 -1.5280 -0.003
H 2.6324 -5.2423 -1.5645 0.037
H 1.3221 -2.7499 2.0299 -0.011
H 0.3747 -4.2106 1.6390 0.023
H 2.1237 -4.2946 1.8015 0.036
H -0.0941 -4.3168 -2.1384 0.022
H -0.9328 -3.4130 -0.8945 -0.008
H -0.3127 -5.0378 -0.5375 0.049
N -2.3673 -3.7825 2.9639 0.159
C -2.2695 -2.4136 2.8834 -0.373
C -1.2662 -1.8254 2.0898 -0.101
N -1.1487 -0.5249 1.9714 0.059
C -2.0149 0.2323 2.6699 -0.110
C -3.0241 -0.3508 3.3948 -0.109
N -3.1797 -1.6765 3.4890 0.138
H -1.5004 -4.2851 2.8485 0.090
H -2.9202 -4.1001 3.7456 0.103
H -0.5829 -2.4492 1.5415 0.064
H -1.8914 1.3005 2.6404 0.103
H -3.7478 0.2602 3.9203 0.112
C 4.4202 0.4814 4.5068 -0.091
C 3.1323 -0.0196 5.1652 -0.587
C 3.4558 -0.4588 6.5967 -0.094
C 2.1108 1.1250 5.2521 -0.098
Si 2.3886 -1.3868 4.0410 0.435
O 1.8507 -0.7915 2.6585 -0.369
C 1.0365 -2.2282 5.1043 -0.197
C 1.1351 -3.5358 5.5917 -0.091
C 0.1493 -4.0965 6.3951 -0.096
C -0.9715 -3.3553 6.7410 -0.108
C -1.1062 -2.0620 6.2572 -0.103
C -0.1219 -1.5185 5.4423 -0.112
C 3.7658 -2.7064 3.8606 -0.198
C 4.4082 -3.2952 4.9569 -0.113
C 5.4395 -4.2125 4.8037 -0.089
C 5.8659 -4.5751 3.5347 -0.098
C 5.2347 -4.0284 2.4279 -0.087
C 4.2013 -3.1170 2.5994 -0.123
H 4.8697 1.2893 5.0981 0.084
H 4.2333 0.8587 3.5030 0.046
H 5.1577 -0.3195 4.4173 0.079
H 3.6990 0.4191 7.2073 0.081
H 4.3214 -1.1205 6.6327 0.061
H 2.6119 -0.9674 7.0687 0.076
H 2.5746 2.0228 5.6805 0.083
H 1.2758 0.8509 5.8995 0.066
H 1.7019 1.3806 4.2720 0.053
H 2.0032 -4.1334 5.3424 0.088
H 0.2635 -5.1096 6.7621 0.097
H -1.7324 -3.7804 7.3846 0.096
H -1.9841 -1.4796 6.5090 0.097
H -0.2490 -0.5076 5.0695 0.088
H 4.0895 -3.0492 5.9621 0.089
H 5.9104 -4.6441 5.6786 0.099
H 6.6790 -5.2794 3.4111 0.097
H 5.5478 -4.3112 1.4292 0.097
H 3.7084 -2.7162 1.7273 0.064
Br -5.6549 -0.4560 -4.1939 0.712
C -3.9787 0.3390 -4.6191 -0.669
C -3.7052 0.6830 -5.9316 -0.127
C -2.4778 1.2659 -6.2219 -0.065
C -1.5515 1.4976 -5.2165 -0.013
C -1.8372 1.1316 -3.9071 -0.115
C -3.0606 0.5512 -3.6095 -0.081
C -0.7937 1.3493 -2.8352 -0.590
O 0.1163 2.1354 -3.0645 0.033
O -0.9829 0.7262 -1.7289 -0.139
H -4.4364 0.5078 -6.7082 0.099
H -2.2516 1.5398 -7.2441 0.107
H -0.5964 1.9589 -5.4266 0.120
H -3.2703 0.2608 -2.5959 0.071
C -3.6729 -3.8297 -0.6366 -0.230
S -3.5374 -2.0718 -0.9410 0.855
C -4.8133 -1.5673 0.2114 -0.226
O -2.2301 -1.6606 -0.3228 -0.572
H -3.4766 -4.0145 0.4208 0.051
H -2.9252 -4.3246 -1.2520 0.044
H -4.6706 -4.1598 -0.9233 0.064
H -4.5810 -1.9618 1.2007 0.049
H -5.7698 -1.9412 -0.1521 0.064
H -4.8353 -0.4802 0.2377 0.040
```